Below is 2 unconnected molecules or ions with the total composition C25H48Br3F3NO8P2SSi in a non-equilibrium geometry, with properties calculated with wB97M-V/def2-TZVPD.

Each line ends with the Mulliken charge.
Cartesian coordinates (Å):
C -3.4341 -3.9487 -1.5223  -1.17
C -2.3055 -3.3313 -0.5040  1.62
C -1.2381 -4.4452 -0.0466  -1.03
C -0.0565 -3.8367 0.9109  -0.39
C 0.9367 -3.0388 -0.0671  0.34
C 1.8018 -1.8784 0.6305  0.68
C 2.8478 -2.2453 1.8136  -0.52
Br 1.7722 -2.2813 3.5310  -0.17
C 3.5429 -3.6852 1.6806  -0.29
C 4.4035 -3.9035 0.3412  -0.89
O 0.8026 -1.0786 1.3692  0.18
P 0.3736 0.4566 0.7172  0.30
C -1.0493 0.7228 2.0114  -0.98
C -1.9260 -0.6005 2.2670  0.87
C -3.4909 -0.2849 2.5831  0.40
F -3.6505 0.4694 3.7971  -0.32
Br -4.4855 -2.0187 2.8813  -0.17
C -4.2535 0.4613 1.3704  0.47
F -3.6462 0.2497 0.1019  -0.13
F -5.5898 -0.0979 1.2954  -0.26
Br -4.5109 2.4095 1.6627  -0.13
N -0.7533 -0.1768 -0.5598  0.28
C -0.9102 0.8347 -1.3721  0.40
O -0.7415 1.5641 -2.3825  -0.64
P 1.5559 1.6486 2.1846  -0.05
C 3.3071 2.0004 1.5472  -0.99
C 0.7426 3.3887 2.3220  -0.08
C 0.0372 3.6135 3.7775  -0.66
O 1.5925 0.4254 -0.5349  -0.73
C 2.3863 -0.8018 -0.4389  -0.11
C 3.0686 -1.3093 -1.7990  -0.92
C 2.0507 -1.7661 -2.9519  -0.33
O 0.9867 -0.8252 -3.2296  -0.24
Si 0.0717 -1.2990 -4.6234  0.75
C 0.4431 -0.2590 -6.2031  -1.12
C 0.2978 -3.1663 -5.1023  -1.03
C -1.8162 -1.0673 -4.2424  -0.48
H -3.5698 -3.2645 -2.4439  0.28
H -3.1260 -5.0150 -1.8031  0.31
H -4.4518 -3.9442 -0.9765  0.30
H -2.9168 -2.8895 0.3737  -0.48
H -1.7948 -2.4897 -1.1097  -0.57
H -0.7153 -4.8061 -1.0170  0.24
H -1.8024 -5.2750 0.5007  0.38
H 0.5009 -4.7207 1.3862  0.45
H -0.5955 -3.1946 1.6846  0.05
H 0.3425 -2.5362 -0.9180  -0.70
H 1.6591 -3.7969 -0.5306  0.35
H 3.6512 -1.4515 1.9917  0.44
H 2.8043 -4.5616 1.8499  0.14
H 4.2948 -3.7629 2.5616  0.44
H 5.2027 -4.7191 0.4834  0.41
H 4.9940 -2.9377 0.0837  0.20
H 3.7606 -4.1482 -0.5912  0.13
H 0.0278 1.7602 0.1882  -0.18
H -1.6473 1.6368 1.6767  -0.01
H -0.4914 0.9438 3.0038  0.27
H -1.8116 -1.4100 1.4666  -1.28
H -1.5301 -1.0760 3.2487  0.47
H 4.0739 1.1769 1.8277  0.23
H 3.6818 2.9664 2.0462  0.42
H 3.3114 2.2000 0.4091  0.22
H -0.1114 3.4644 1.5560  -0.07
H 1.5057 4.2323 2.1118  0.46
H 0.7572 3.3397 4.6264  0.31
H -0.8956 2.9327 3.8515  0.12
H -0.3714 4.6923 3.8718  0.13
H 3.3109 -0.3934 0.1422  0.00
H 3.8403 -2.1419 -1.6732  0.12
H 3.6519 -0.4002 -2.2244  0.46
H 2.6843 -1.8982 -3.9197  0.33
H 1.6673 -2.8348 -2.7097  0.13
H 0.7700 0.7956 -5.8891  0.27
H -0.5426 -0.1842 -6.8027  0.27
H 1.2106 -0.7724 -6.9031  0.28
H -0.5446 -3.3949 -5.8496  0.34
H 0.1279 -3.8428 -4.1871  0.23
H 1.3150 -3.3431 -5.6056  0.28
H -2.0158 -0.0655 -3.7064  0.22
H -2.0951 -1.9604 -3.5632  -0.30
H -2.4127 -1.1627 -5.2138  0.45
C -1.1481 7.4660 1.1181  -0.09
C -2.4335 7.9080 1.8010  -0.35
O -2.1131 7.9673 3.1906  -0.31
S -0.5552 8.3942 3.3577  1.10
O -0.5001 9.8057 3.6051  -0.57
O 0.0908 7.4309 4.1989  -0.49
O -0.0984 8.1306 1.8230  -0.30
H -0.9972 6.3874 1.2198  0.08
H -1.1282 7.7363 0.0616  0.31
H -3.2572 7.2158 1.6250  0.33
H -2.7271 8.9117 1.4787  0.29

Atoms 1-2, force components in eV/Å:
0.06 0.48 0.74
-0.63 -0.08 -0.93

The total charge is -1. The calculation puts the electronic energy at -11029.94762 hartree. Its spin multiplicity is 1. The LUMO energy is 1.89 eV.

Below is CH2ClNO in the gas phase in a non-equilibrium geometry, with properties calculated with wB97M-V/def2-TZVPD.

Each line ends with the Mulliken charge.
Cartesian coordinates (Å):
C -0.4191 0.5408 0.1252  -0.34
N 0.3060 -0.4598 0.0574  0.48
O 0.5043 -1.1046 1.0183  -0.56
Cl 1.0813 -0.9355 -1.5484  -0.10
H -0.8532 0.7963 1.0771  0.28
H -0.6193 1.1629 -0.7296  0.24

Atoms 1-2, force components in eV/Å:
-2.49 4.25 -1.80
0.59 -0.49 -0.78

The calculation puts the electronic energy at -629.35810 hartree. Its spin multiplicity is 1. The SMILES is C=[N+]([O-])Cl. The LUMO energy is -0.35 eV. The value obtained for the relative energy (zero: lowest compared OMol25 entry of this formula, charge and spin) is 89.5 kcal per mole.

Below is a molecular structure, C12H36N12O16Zn2 in a non-equilibrium geometry, with properties calculated with wB97M-V/def2-TZVPD.

Each line ends with the Mulliken charge.
Cartesian coordinates (Å):
Zn 2.2271 2.2655 1.8025  0.57
Zn 2.7056 0.2114 -0.6503  0.70
C 4.4567 1.5212 0.7430  1.27
O 4.5346 1.2099 -0.5068  -0.66
O 4.1442 2.7273 1.1142  -0.75
O 3.5503 0.7230 1.2058  -0.75
C 0.4838 1.0933 0.3590  1.50
O 0.5589 1.2095 1.6736  -0.62
O 0.6869 -0.0578 -0.1648  0.93
O 1.2643 1.9859 -0.0879  -1.16
C -1.7790 1.3764 -4.1297  0.37
O -2.1270 2.2213 -4.9496  -0.71
N -2.0436 0.0325 -4.3368  -0.38
N -1.1207 1.6496 -2.9981  0.03
H -1.6546 -0.6987 -3.7577  0.06
H -2.2922 -0.1851 -5.2864  0.19
H -0.6440 0.9003 -2.5352  -0.19
H -1.0439 2.6298 -2.7771  0.16
C 2.0501 -1.8635 3.6978  0.53
O 2.1147 -3.0804 3.8661  -0.73
N 0.8450 -1.3125 3.3092  -0.08
N 3.0890 -1.0141 3.8093  -0.23
H 0.1046 -1.9851 3.4004  0.23
H 0.7235 -0.3495 3.0369  -0.06
H 4.0118 -1.2986 4.0756  0.21
H 2.9792 -0.0400 3.5794  0.03
C 2.6596 0.2622 -3.7939  0.62
O 2.4321 0.3322 -2.5788  -0.75
N 1.7355 -0.2013 -4.6702  -0.35
N 3.8602 0.5449 -4.3183  -0.43
H 1.9521 -0.1814 -5.6457  0.16
H 0.9564 -0.6643 -4.2214  0.14
H 4.6718 0.8330 -3.8016  0.25
H 4.0014 0.2023 -5.2506  0.15
C -2.7403 -0.4351 1.2204  0.28
O -3.8433 -0.0820 1.6240  -0.85
N -1.7172 -0.7450 2.0579  0.08
N -2.3871 -0.6310 -0.0891  0.00
H -1.9546 -0.6043 3.0317  0.59
H -0.7709 -0.8821 1.7546  -0.36
H -3.0101 -0.2321 -0.7697  0.19
H -1.5054 -1.0620 -0.2651  -0.22
C -2.6575 4.2452 0.2174  0.35
O -2.2180 5.0576 -0.5870  -0.71
N -3.9330 4.2762 0.6654  -0.28
N -1.8644 3.3649 0.9250  -0.17
H -4.2827 3.5965 1.3228  0.28
H -4.6068 4.8819 0.2352  0.19
H -2.3075 2.6207 1.4415  0.35
H -0.9785 3.2777 0.4507  0.06
C 3.0290 -2.8153 -0.2999  0.58
O 2.9801 -1.7617 -0.9613  -0.67
N 4.0998 -3.6359 -0.3208  -0.42
N 2.0301 -3.2237 0.5028  -0.20
H 4.1351 -4.4071 0.3178  0.15
H 4.8203 -3.5488 -1.0134  0.25
H 1.3078 -2.5794 0.7901  -0.07
H 2.2909 -3.8663 1.2340  0.31
C -1.4290 -3.7060 -2.7311  -0.92
C -0.3455 -2.8946 -2.0405  0.07
O -0.3951 -1.4923 -2.3908  0.75
O -2.6464 -3.0286 -2.6426  -0.55
H -1.3647 -4.7471 -2.4119  0.43
H -1.0698 -3.8251 -3.7651  0.29
H 0.6354 -3.2582 -2.3559  0.22
H -0.4514 -2.9866 -0.9580  0.19
H 0.0476 -0.9820 -1.6930  -0.51
H -2.7528 -2.3257 -3.2844  0.32
C -1.6661 1.5980 4.3295  0.21
C -2.9014 2.4699 4.0634  -0.83
O -3.4038 2.3917 2.7361  -0.56
O -2.0878 0.2333 4.6675  -0.61
H -0.9435 1.8110 5.1161  0.53
H -1.1394 1.4548 3.3833  -0.41
H -2.6700 3.5354 4.1377  0.37
H -3.5179 2.2950 4.9510  0.41
H -3.8377 1.5249 2.5709  0.34
H -2.0710 0.1240 5.6206  0.30

Atoms 1-2, force components in eV/Å:
0.84 -0.66 -1.87
0.56 0.10 0.08

The calculation puts the electronic energy at -5898.64262 hartree. Its spin multiplicity is 1. The LUMO energy is -1.59 eV.